Record 1
ORCA calculation (wB97M-V/def2-TZVPD) on a molecular structure, C39H68Be2LiMgO19P at a distorted geometry.

Spin multiplicity: 1
Lowest unoccupied orbital energy (eV): -9.027
HOMO level (eV): -10.16
Total charge: +2

Each line ends with the Mulliken charge.
Cartesian coordinates (Å):
H: -0.52286 -1.79027 5.51085  0.479
H: -4.24917 3.07084 -2.67507  0.419
O: 0.75707 -4.49503 2.13841  -0.444
C: -1.75896 -2.26858 1.03136  -0.194
H: 2.60736 -0.91817 -1.17380  0.609
H: 1.70882 -3.44980 -0.65927  0.314
H: -1.92246 -0.58825 5.46548  0.244
H: -7.92451 1.94789 -4.57970  0.390
H: 2.60107 -0.72553 5.73476  0.339
C: -1.02686 -0.99314 4.84266  -0.967
C: 1.41969 -0.41006 3.84074  1.635
C: 3.15360 -2.30517 0.48379  -1.398
O: -1.82363 0.31733 10.18496  -0.569
C: 2.63680 -0.04795 4.81953  -1.358
H: 0.19615 4.05590 -5.82164  0.111
O: -2.54841 4.52258 5.42904  -0.351
C: -0.53419 -3.12460 0.42133  -0.204
C: -1.69121 -1.12423 12.05213  -0.963
O: -2.87644 -2.78224 1.30120  -0.580
C: 5.10129 5.14426 -1.16717  0.559
H: -1.51672 4.83170 -7.60697  0.335
C: 1.96227 -3.37697 0.46631  0.245
H: -1.69032 -5.02311 10.67360  0.371
O: 1.42279 1.63918 -5.84456  -0.255
C: 2.48148 0.70185 -5.95515  -0.844
O: 0.41973 -5.65939 -2.31834  -0.360
H: -6.64953 0.92585 -6.44049  0.378
H: -2.68530 -6.32623 -3.22338  0.332
H: -2.59799 -3.64447 11.31764  0.272
H: 0.66754 -7.15828 -0.90071  0.154
H: -1.36651 -0.24822 12.61545  0.310
H: -0.38604 -3.50755 9.20614  0.302
H: 1.61200 0.16137 2.85176  -1.266
H: 2.32898 0.12973 -6.87223  0.267
H: -1.32694 -8.46236 -2.24290  0.369
Be: 0.14870 6.18249 -9.33750  -0.258
H: 4.53978 4.28767 -1.57276  -0.414
C: -2.05088 -4.01700 10.44942  -0.965
C: -4.05800 2.01092 -4.53875  -0.322
H: 2.61006 4.13536 -8.64349  0.477
C: 1.89377 3.69709 -7.94128  -0.424
C: -0.67375 1.12695 3.33816  -0.330
Be: -3.16333 -0.03825 6.35913  0.606
C: 1.26637 4.05944 -5.61103  -0.416
C: -0.40900 0.80875 -0.76265  -1.880
H: 1.04562 -2.66732 4.24302  0.377
C: -4.77505 2.59627 -3.49775  -0.520
C: 0.29681 -7.03518 -1.92068  -0.320
C: 1.72065 2.73717 -4.99322  0.087
O: 1.56562 2.09748 0.26957  -0.154
C: -1.60718 -0.80403 10.58893  0.760
H: 0.91907 -7.63464 -2.59247  0.320
H: 3.92145 -2.67132 -0.29816  0.533
H: 4.60794 0.19001 0.13455  0.466
H: 1.17351 2.57601 -4.05646  -0.367
H: -2.29350 3.57097 -8.62080  0.290
H: 3.62360 -0.06258 4.25192  0.341
H: -0.62231 0.69338 2.26595  -0.453
H: -0.25128 -2.63979 -0.57158  0.246
H: -1.31646 -6.95604 -4.15315  0.255
C: -1.60967 -6.50858 -3.19844  -0.599
C: 0.52592 3.71291 -8.61700  -0.663
O: 2.65398 -4.65611 0.67907  -0.426
P: -3.38166 3.52132 4.62833  0.551
C: -0.89750 -3.10579 10.08424  -0.374
H: -6.72530 3.02341 -2.69945  0.393
H: 5.99466 4.64630 -0.75709  0.297
H: 6.20590 6.82529 -2.06790  0.306
H: -1.04230 -1.94228 12.35928  0.333
H: -2.76670 -4.07513 9.62517  0.287
C: 2.64118 -0.86899 -0.02809  0.878
H: -2.21049 3.39192 -6.85170  -0.030
C: 3.53575 0.37365 0.46609  -0.274
C: -1.68162 3.75716 -7.73331  -0.578
C: -0.80130 -5.25105 -2.94705  -0.095
H: 1.41985 4.84008 -4.86055  0.437
O: 2.00232 4.48733 -6.75514  -0.447
H: 2.24076 2.68064 -7.76319  0.032
H: -1.32179 -4.57302 -2.25731  -0.037
H: -0.13396 3.01033 -0.59423  0.488
H: 2.45914 1.02227 5.19893  0.404
H: -2.72638 -1.35306 12.31079  0.271
C: 1.38491 -1.96937 3.40562  -0.839
H: 0.59598 3.17458 -9.56968  0.611
C: -4.73231 1.41035 -5.59791  -0.498
H: -1.70807 -7.12703 -1.14361  0.249
O: -3.25647 2.12237 5.24298  -0.324
C: 0.72590 -3.22233 1.45843  0.560
H: 2.49129 -2.24223 3.20719  0.416
O: -0.45464 3.04842 -7.83208  -0.263
H: -1.77699 1.28700 3.62257  0.078
H: -1.67363 -1.13168 1.22508  0.364
O: 2.10192 -6.49134 1.85318  -0.506
O: 4.45193 5.96694 -0.36763  -0.528
H: -0.13359 2.14683 3.35947  0.362
C: -1.16840 -7.39942 -2.05707  -0.544
O: -4.84366 3.97258 4.64714  -0.372
H: 3.74075 -2.25927 1.47112  0.417
H: -1.39244 -1.55951 3.91827  0.178
C: 0.02365 0.13523 4.41792  0.120
O: -2.88121 3.50194 3.18192  -0.350
H: -0.57608 -4.70645 -3.86754  0.336
C: 5.63050 5.97813 -2.47604  -0.241
C: -6.83999 1.96813 -4.56934  -0.415
Mg: 2.28101 4.22165 -0.19820  0.816
C: -6.12359 1.39118 -5.61428  -0.382
H: -2.97158 2.02403 -4.52475  0.559
H: -1.50203 1.19625 -0.82346  0.779
H: -0.20465 0.18432 -1.70578  0.633
H: 3.45576 1.19302 -6.02475  0.401
H: -4.17383 0.95754 -6.41053  0.413
C: 2.87860 1.68222 -0.22838  0.314
C: 0.55556 2.10196 -0.78424  -0.848
H: 1.57641 -0.68364 0.33532  -1.098
H: -0.35227 0.20616 0.20912  0.532
O: 0.55637 -2.01796 2.21040  0.380
H: -0.14627 -3.04186 10.87466  0.360
H: 2.46358 0.01474 -5.09977  0.237
O: 6.25863 5.15575 -3.26795  -0.370
H: 4.73801 6.48552 -2.88000  0.245
H: 0.27726 0.78411 5.33552  0.462
H: 0.23285 4.76607 -8.83447  0.773
C: -6.16656 2.57189 -3.51209  -0.395
C: 1.79629 -5.31938 1.60967  0.358
Li: -2.31397 -0.60745 -1.46169  0.930
O: 3.52556 2.24114 -1.18881  -0.535
H: 3.48687 0.55272 1.59117  0.108
H: 0.99253 2.19689 -1.84383  0.328
H: 2.79107 2.79047 -4.76354  0.508
O: -1.36934 -1.79977 9.71157  -0.379
H: -0.92921 -4.18103 0.25639  0.292

=====

Record 2
ORCA calculation (wB97M-V/def2-TZVPD) on 12 unconnected molecules or ions with the total composition C46H84N10O2 at a distorted geometry.

Spin multiplicity: 1
Relative energy (zero: lowest compared OMol25 entry of this formula, charge and spin) (kcal/mol): 86.81
Lowest unoccupied orbital energy (eV): 2.595
HOMO level (eV): -0.51
Total charge: -2

Each line ends with the Mulliken charge.
Cartesian coordinates (Å):
C: -0.90071 7.13124 1.39491  -1.185
H: 6.32626 5.01936 5.36193  0.240
C: 0.80970 -6.14745 -6.49509  -1.091
H: -0.33977 5.23240 -8.53457  0.368
H: -7.74756 -4.10197 6.16242  0.302
C: 5.08274 1.75389 -3.51367  -1.188
C: -1.93445 8.21444 0.94671  -0.358
O: -0.26362 1.51247 7.31396  -0.911
C: -4.06395 -3.50113 5.53903  0.152
C: -0.07822 9.92200 1.41705  0.242
C: 6.35141 3.81164 -2.57809  -0.348
C: 5.25223 4.88499 5.49045  -0.277
C: 4.41337 5.69964 4.52599  -0.390
H: -7.13422 -4.60784 -5.56226  0.299
C: -6.28692 -5.68879 -3.76441  -0.418
H: -0.15648 2.84796 5.78947  -0.025
H: -1.07410 -7.56339 2.86626  0.347
C: 9.92879 -0.96866 1.70644  -1.185
H: 9.49779 0.02958 1.78289  0.325
H: -2.30845 -7.69461 1.66272  0.258
H: 2.10410 -3.63944 -4.35646  0.340
C: -1.42831 -8.20232 2.05730  -0.446
H: -7.72856 -2.69311 7.28170  0.303
C: -1.19540 9.51227 0.53665  -0.406
C: -0.31180 -8.40031 1.04793  -0.360
H: 10.81411 -0.92227 2.34060  0.324
N: -1.13377 -9.66901 -1.08575  -0.463
H: -1.74716 10.43659 0.36544  0.327
H: -4.23792 -5.08906 -3.13843  0.317
H: -6.85522 -6.60439 -3.92812  0.288
H: -5.69173 -3.94993 -4.81183  0.268
C: 4.72674 5.42582 3.05394  -1.196
O: 1.52214 -2.31671 1.84819  -0.938
H: -5.90894 2.83207 -2.06788  0.380
H: 4.43049 4.41553 2.77171  0.351
H: 6.42485 4.42731 -1.68163  0.251
C: -6.07069 0.38376 -0.87357  -0.503
H: 4.10875 1.26850 -3.57540  0.358
H: -4.88046 -2.43975 4.08508  0.240
C: 8.92664 -2.02211 2.09725  -0.388
H: 6.28007 4.42566 -3.47586  0.307
H: 4.40118 6.78158 4.65765  0.320
H: -5.75553 -0.64459 -0.69671  0.313
C: -6.35151 -2.46998 5.71694  -0.499
H: -1.20087 4.76080 6.86174  0.342
N: 8.78196 2.77494 -2.46292  -0.457
H: -0.15622 -5.74375 -6.79857  0.325
H: -0.35428 -3.13130 0.15212  0.213
H: 1.71258 -1.72500 -0.11257  -0.014
C: -2.08265 -9.56532 2.58739  -1.103
H: -0.13360 7.05266 0.62453  0.294
H: -6.47372 -3.91074 7.38187  0.320
H: 0.55833 -8.96278 1.38644  0.255
C: -0.96491 3.85290 7.41684  -1.249
H: -1.99711 1.55807 4.99615  0.293
H: 8.58240 -1.72471 3.08778  0.283
C: 0.30294 3.25380 -6.99770  0.185
H: 2.25473 -5.97714 -5.05253  0.267
H: -4.28667 3.23667 -1.55986  0.292
N: -3.13360 -3.81562 6.14769  -0.388
C: -0.85625 2.57847 6.58054  0.624
H: -2.55030 7.71544 0.19851  0.292
H: 2.04710 0.28318 1.18580  0.266
H: 6.97296 -2.52219 1.73081  0.279
C: -2.09747 2.38427 5.70001  -1.300
H: 1.96715 -3.74620 -6.12369  0.228
H: -5.83974 -1.67199 6.25490  0.368
C: -0.35998 -2.05088 0.29619  -1.051
H: -4.35453 -6.76464 -3.53197  0.332
H: -0.34946 7.43986 2.28315  0.351
C: 1.48583 -3.99903 -5.17896  -0.326
C: -5.42980 -5.52352 -6.15010  0.280
C: 7.76518 -2.01777 1.17760  -0.408
H: 7.40830 -1.00146 1.01074  0.270
N: 0.80148 10.21435 2.09206  -0.430
C: 1.06398 -0.03352 0.83751  -1.143
H: 0.85151 0.43148 -0.12514  0.308
H: 5.79426 5.56754 2.88540  0.290
H: -0.14470 3.84181 -5.03773  0.288
C: 5.16644 3.43742 5.21972  0.147
C: -5.26637 -3.15380 4.81262  -0.358
N: 0.91679 2.61158 -7.72731  -0.424
H: 3.35958 5.43997 4.62695  0.283
H: 4.20934 6.05624 2.33077  0.346
C: -4.80101 1.28303 -0.96807  -0.449
C: 1.05463 -1.56623 0.74182  0.608
H: -6.86838 -5.14558 -3.01948  0.314
H: -5.66709 -3.98475 4.23206  0.307
H: -4.18783 1.27345 -0.06695  0.343
H: -2.51188 3.22480 5.14335  0.317
H: 4.97822 5.04687 6.53296  0.290
H: -5.58980 3.19062 -0.35059  0.304
N: -7.78463 0.51801 -2.85787  -0.465
H: 5.79819 0.94178 -3.38442  0.328
H: -0.67395 9.25137 -0.38429  0.229
H: 0.78928 -7.23127 -6.38089  0.321
H: 0.37077 0.26304 1.62466  0.231
H: 5.20583 2.16511 -4.51558  0.319
H: 0.92353 5.69277 -6.34535  0.284
C: 1.27069 -5.52358 -5.17109  -0.469
C: -7.12402 -3.37849 6.68766  -1.046
H: -0.59669 6.23510 -5.56499  0.317
H: -2.92817 2.10188 6.34677  0.303
H: -1.35162 6.15050 1.54634  0.369
N: -0.72887 -2.59032 -5.26610  -0.461
H: -5.06420 -6.15211 -2.03521  0.327
C: 0.24785 -3.22217 -5.21718  0.170
C: -0.15932 5.57257 -6.31187  -0.416
H: 1.54595 -5.91172 -7.26350  0.308
H: 10.28274 -1.02975 0.67732  0.335
N: 8.33347 -3.19094 -1.09349  -0.449
H: -1.42489 -10.09434 3.27703  0.303
C: -0.43718 4.08189 -6.05994  -0.331
C: -4.91741 -5.94021 -3.09429  -1.114
H: 0.69487 -5.83487 -4.29953  0.387
H: 4.22350 3.47529 -2.54511  0.257
C: -7.02612 0.46777 -1.97535  0.371
H: -2.65599 8.37047 1.74867  0.273
H: -2.33161 -10.26658 1.79093  0.338
C: -6.18887 -4.87860 -5.09205  -0.453
H: -1.10662 -1.91024 1.07776  0.248
H: -6.52953 0.70683 0.06088  0.248
C: 7.70148 3.21773 -2.50594  0.204
H: 5.13798 2.37448 -1.45606  0.296
C: 8.10316 -2.68311 -0.10369  0.288
N: -4.87641 -5.99494 -7.03947  -0.442
H: -0.68295 -1.64356 -0.66187  0.287
H: -1.68631 6.06313 -7.82225  0.303
C: 5.12119 2.86828 -2.42765  -0.331
H: -7.09221 -1.98366 5.08215  0.298
N: 5.13581 2.26781 5.02440  -0.406
H: -1.77206 3.77572 8.14530  0.309
C: -5.19560 2.72017 -1.25135  -1.145
H: 9.28096 -3.04709 2.20666  0.324
C: -0.60258 5.96029 -7.76699  -1.123
H: -0.16247 6.92848 -8.00580  0.303
H: -0.01394 4.15311 7.85688  0.303
H: -1.45401 3.72833 -6.23072  0.245
C: -0.77533 -9.11054 -0.15086  0.226
H: -4.19250 0.91561 -1.79439  0.308
H: -2.92037 -9.31904 3.23983  0.318
H: 0.09590 -7.43459 0.74914  0.325

=====

Question: Which formula does entry 2 have?
Answer: C46H84N10O2